Entry from the Open Molecules 2025 dataset: a molecular structure, C16H24CaO13 in a non-equilibrium geometry (ωB97M-V/def2-TZVPD).

Properties
HOMO-LUMO gap   8.7 eV
HOMO level   -0.300 Ha
Energy above the lowest of the compared OMol25 structures with the same formula, charge and spin   26.4 kcal per mole

Atoms and positions in Å:
Ca -1.079 0.289 -0.067
C -2.880 3.317 2.076
C -2.482 2.431 0.887
O -1.397 2.681 0.287
O -3.069 1.334 0.702
H -3.359 4.161 1.562
H -1.984 3.740 2.521
H -3.582 2.840 2.748
C -1.598 -3.512 -1.641
C -1.088 -2.426 -0.694
O -1.987 -1.935 0.048
O 0.010 -1.813 -0.828
H -2.289 -2.999 -2.309
H -2.087 -4.340 -1.139
H -0.748 -3.835 -2.246
C 1.599 -4.405 3.177
C 1.179 -3.097 3.743
C 2.366 -2.126 3.968
O 1.808 -0.881 3.494
C 0.761 -1.138 2.711
O 0.298 -0.340 1.945
O 0.318 -2.367 2.852
H 0.928 -5.237 2.968
H 2.405 -4.820 3.794
H 2.086 -4.267 2.203
H 0.596 -3.211 4.660
H 3.209 -2.284 3.291
H 2.733 -2.111 4.990
C 3.605 3.615 2.084
C 3.995 2.485 1.130
C 4.059 1.064 1.710
O 3.050 0.381 0.980
C 2.346 1.242 0.208
O 1.398 0.943 -0.427
O 2.992 2.431 0.132
H 4.389 3.716 2.849
H 2.688 3.524 2.668
H 3.589 4.586 1.591
H 4.956 2.747 0.685
H 3.889 1.099 2.786
H 5.074 0.705 1.559
C -3.695 -0.637 -5.534
C -2.517 0.303 -5.351
C -2.840 1.818 -5.232
O -2.588 2.167 -3.846
C -2.011 1.136 -3.255
O -1.493 1.190 -2.164
O -2.027 0.055 -4.010
H -3.963 -0.485 -6.588
H -4.572 -0.617 -4.891
H -3.391 -1.686 -5.475
H -1.734 0.170 -6.093
H -3.859 2.072 -5.501
H -2.005 2.328 -5.718

Mulliken atomic charge list, values in e, 2 entries: 1.81 -1.19